[1]
Below is a structure of composition C25H32BF4N2O2PPtSi, with properties calculated with wB97M-V/def2-TZVPD.

As for the HOMO-LUMO gap: 8.1 eV.

```
69
C25H32BF4N2O2PPtSi (wB97M-V/def2-TZVPD)
Pt 0.1412 -0.0600 0.0868
C -2.4672 -2.9513 1.7400
C -1.9600 -1.8552 0.8447
O -0.7740 -1.4423 1.1820
C -2.7414 -1.4354 -0.2050
C -2.4506 -0.4809 -1.2136
C -3.4286 -0.2557 -2.3225
N -1.3357 0.1927 -1.2215
N -1.0674 1.1209 -2.2086
C 0.1170 1.6091 -2.0855
O 0.9783 1.2571 -1.1410
C 0.5882 2.6409 -3.0375
C -0.1755 2.9671 -4.1560
C 0.2676 3.9372 -5.0380
C 1.4740 4.5883 -4.8117
C 2.2358 4.2650 -3.6992
C 1.7965 3.2919 -2.8138
H -1.7956 -3.0803 2.5848
H -2.5031 -3.8828 1.1746
H -3.4694 -2.7257 2.1025
H -3.6881 -1.9448 -0.3094
H -4.3526 -0.7934 -2.1299
H -2.9894 -0.6104 -3.2559
H -3.6277 0.8080 -2.4418
H -1.1108 2.4509 -4.3214
H -0.3277 4.1858 -5.9068
H 1.8192 5.3458 -5.5036
H 3.1760 4.7701 -3.5198
H 2.3828 3.0351 -1.9427
F 0.9525 -1.6326 -1.1291
B 0.3811 -2.9297 -1.7566
F -0.6024 -2.5177 -2.6189
F -0.1062 -3.6513 -0.6817
F 1.4607 -3.5103 -2.3581
C 3.4637 -0.4387 0.0852
P 2.1225 -0.4719 1.2976
C 2.0395 -2.1658 1.9167
C 2.7098 0.5333 2.6835
C 2.0515 1.6830 3.1034
C 2.5526 2.4186 4.1705
C 3.7076 2.0140 4.8184
C 4.3719 0.8673 4.4002
C 3.8766 0.1314 3.3385
H 4.4075 -0.7107 0.5576
H 3.5363 0.5656 -0.3305
H 3.2303 -1.1386 -0.7164
H 3.0063 -2.4639 2.3224
H 1.7495 -2.8290 1.1019
H 1.2789 -2.2195 2.6937
H 1.1511 2.0038 2.6015
H 2.0334 3.3120 4.4932
H 4.0946 2.5894 5.6493
H 5.2755 0.5474 4.9018
H 4.4052 -0.7604 3.0230
C -0.6671 5.1326 2.5611
Si -1.9146 3.7411 2.5316
C -3.4451 4.2451 1.5912
C -2.3457 3.2170 4.2722
C -1.1431 2.3114 1.6719
C -0.6330 1.3683 1.1122
H -1.0729 6.0079 3.0735
H -0.3922 5.4293 1.5474
H 0.2461 4.8322 3.0793
H -3.9311 5.0997 2.0675
H -4.1633 3.4243 1.5515
H -3.1956 4.5231 0.5657
H -2.7930 4.0453 4.8266
H -1.4575 2.8873 4.8151
H -3.0579 2.3901 4.2645
```

***

[2]
Below is a cluster of 2 separate species, C5H4N3OS2 in total in a non-equilibrium geometry, with properties calculated with wB97M-V/def2-TZVPD.

Its net charge is -1. As for the HOMO-LUMO gap: 7.3 eV.

```
15
C5H4N3OS2 (wB97M-V/def2-TZVPD)
C -0.8435 -0.8884 0.9090
C 0.2340 -0.5411 1.6923
C 1.0956 -1.5753 -0.1387
C 1.1601 1.1796 -1.3247
C -1.2341 1.6465 -1.1747
N -0.2518 -1.5552 -0.1800
N 0.0369 1.3449 -1.4709
N 1.3884 -0.9322 1.0338
O 2.3302 1.2725 -1.2610
S -1.4383 3.1644 -0.4184
S -2.4069 0.5424 -1.7574
H -1.8169 -0.6823 0.8735
H 0.3118 -0.0362 2.5494
H 2.3995 -0.9670 1.4180
H -0.9651 -1.9725 -0.7501
```

***

[3]
Below is a cluster of 9 separate species, C18H44N4O16 in total in a non-equilibrium geometry, with properties calculated with wB97M-V/def2-TZVPD.

As for the HOMO-LUMO gap: 8.9 eV.

```
82
C18H44N4O16 (wB97M-V/def2-TZVPD)
C -0.1892 -1.2595 -4.1486
C 1.1052 -0.6249 -4.5561
O 1.5613 -0.2211 -5.5704
N 1.9505 -0.4808 -3.1833
H 1.4690 0.3444 -2.7702
H 1.8340 -1.4588 -2.6942
C 3.3945 -0.3402 -3.3970
H -0.2478 -1.1428 -3.0569
H -0.2030 -2.3741 -4.3605
H -1.0464 -0.6612 -4.5405
H 3.6918 -0.6262 -4.4534
H 3.9260 -1.0178 -2.6612
H 3.7026 0.7219 -3.2110
C 0.3378 5.0543 -1.6070
C 1.4830 5.2815 -0.6655
O 2.2003 4.3807 -0.2732
N 1.5429 6.5900 -0.1895
H 0.6718 7.0153 -0.4029
H 0.3801 1.2964 0.3572
C 2.4137 6.7638 0.9644
H 0.4457 4.0583 -2.0394
H 0.1990 5.7614 -2.4562
H -0.5640 4.9664 -1.0160
H 3.0334 5.8533 0.9402
H 1.8227 6.8371 1.8770
H 3.2883 7.5059 0.8473
C 3.2185 -3.5657 4.4814
C 3.1740 -2.6265 3.2062
C 4.5015 -2.7112 2.4571
O 4.4802 -1.8892 1.3142
C 5.6943 -1.6397 0.6814
N 2.1155 -3.0404 2.2950
H 1.4730 -3.6496 2.7599
H 1.6821 -2.1713 1.9781
H 1.6218 -3.8300 0.0694
H 4.2868 -3.6126 4.8530
H 2.9328 -4.5954 4.2736
H 2.6815 -3.0182 5.2217
H 3.1040 -1.5351 3.4839
H 4.6453 -3.7566 2.1314
H 5.2607 -2.4396 3.2284
H 5.4847 -0.8155 -0.0072
H 6.1241 -2.4642 0.1140
H 6.3983 -1.2205 1.4148
C -4.6123 -2.7411 -0.7397
C -4.6880 -1.3989 -1.4383
C -4.7276 -0.2099 -0.4357
O -3.5849 -0.3628 0.4162
C -3.8654 0.0063 1.7306
N -3.4379 -1.1722 -2.3005
H -2.6224 -1.3907 -1.7975
H -3.4390 -1.9138 -3.0006
H -3.0037 0.4055 -2.6486
H -4.5530 -3.4350 -1.5811
H -5.4557 -2.8941 -0.0850
H -3.6465 -2.8087 -0.2538
H -5.5165 -1.3242 -2.1970
H -5.6015 -0.2353 0.2551
H -4.7381 0.7462 -1.0132
H -2.8852 0.4028 2.0999
H -4.2831 -0.8363 2.3682
H -4.7254 0.8472 1.8604
O -0.1888 -3.6921 -1.1356
C 0.9094 -3.5531 -1.6186
O 1.1618 -3.3871 -2.7693
O 2.0459 -3.5889 -0.7418
H -0.4617 -2.3182 -0.3210
O -1.4544 2.3358 -1.7819
C -2.1132 2.2480 -2.9111
O -3.0208 1.2756 -3.1186
O -1.8241 2.9764 -3.8273
H -1.7990 1.8047 -1.0473
O -0.3778 -1.5885 0.4427
C -0.2906 -0.3992 -0.0706
O -0.3424 -0.1421 -1.2333
O 0.3202 0.4307 0.7652
H -4.0874 0.3732 5.7102
O -3.3396 0.6576 5.0448
C -4.7314 3.4592 6.7471
O -4.1721 4.2045 7.3667
O -5.4961 2.7944 6.1236
H -2.4344 0.7822 5.4475
```

***

[4]
Below is a cluster of 2 separate species, CBr2F4Si in total in a non-equilibrium geometry, with properties calculated with wB97M-V/def2-TZVPD.

As for the HOMO-LUMO gap: 9.7 eV.

```
8
CBr2F4Si (wB97M-V/def2-TZVPD)
C 0.3543 0.4076 -0.0754
F 0.4091 1.6606 0.4372
F -0.1166 0.6456 -1.3814
F 1.5928 -0.1300 -0.1120
F -1.5261 -2.3573 0.4255
Si -1.5398 -0.8817 0.9859
Br -3.2723 -0.0016 0.0337
Br -0.9089 -0.6623 3.0680
```

***

[5]
Below is a cluster of 12 separate species, H24O12 in total in a non-equilibrium geometry, with properties calculated with wB97M-V/def2-TZVPD.

As for the HOMO-LUMO gap: 8.7 eV.

```
36
H24O12 (wB97M-V/def2-TZVPD)
O 0.7333 0.1933 -0.4384
H 0.4265 0.5137 0.4485
H 1.3685 0.7776 -0.9930
H 0.2343 -0.4804 -0.9253
O -0.3082 0.8416 1.8660
H -0.9917 1.4075 1.4709
O 0.9531 3.1923 1.2835
H 1.3401 3.0295 0.4128
H 0.5516 2.3115 1.6074
O -1.0917 -1.5260 2.9735
H -0.4723 -1.9299 3.5125
H -0.9476 -0.6116 2.6242
O 1.9944 -0.7141 -2.8127
H 1.7047 -1.3920 -3.2974
H 2.0029 -0.0318 -3.5760
O -2.6608 0.3220 0.3600
H -2.6386 1.2313 -0.0712
H -1.8264 0.1452 0.9639
O 2.2797 2.3870 -1.0626
H 2.1612 2.7319 -1.9885
H 3.2049 2.3959 -0.9751
O -1.7184 -3.6501 -0.4565
H -1.2629 -4.0149 -1.0767
H -1.5215 -2.8885 -0.7371
O -1.3277 -1.2106 -1.8425
H -1.4435 -1.3789 -2.8184
H -2.3010 -0.9620 -1.7451
O 2.0157 -0.1363 2.7162
H 1.0777 0.1617 2.4614
H 1.9871 -0.5876 3.5477
O 0.2912 -2.4680 0.7462
H -0.0222 -1.9361 1.4549
H -0.3180 -3.1959 0.5630
O -1.0458 2.2954 -1.2299
H -0.4852 2.5256 -1.8900
H -1.9435 2.6515 -1.0762
```

***

Which value of HOMO-LUMO gap does entry 1 give?
8.1 eV